i | 132
Properties=species:S:1:pos:R:3:lowdin_charge:R:1 method="wB97M-V/def2-TZVPD" homo_lumo_gap_ev=9.941 mol_weight_g_mol=721.032 smiles=COC[C@H](C)N.COC[C@H](C)N.COC[C@H](C)N.COC[C@H](C)N.COC[C@H](C)N.COC[C@H](C)N.OCCO.OCCO.OCCO charge=0
C -30.1062 -8.4770 -8.8481 -0.06
C -18.6266 -17.8615 -7.5030 -0.06
C -23.0284 -8.9545 -7.0720 -0.24
H -27.0856 -9.4149 -11.5705 0.05
C -28.9386 -5.7374 -12.1418 -0.06
H -24.0006 -5.7700 -12.0681 0.10
H -21.5281 -14.0213 -7.1781 0.09
H -29.7472 -10.2306 -10.4716 0.08
H -29.8004 -5.8357 -11.4809 0.07
H -25.9869 -10.8519 -7.5503 0.08
H -24.8186 -9.2660 -11.0694 0.03
N -26.2634 -9.2533 -12.1743 0.06
C -25.3417 -12.0691 -15.3428 -0.12
H -29.2767 -3.2345 -11.1299 0.07
H -18.9227 -6.5520 -16.7881 0.08
H -24.5478 -11.8149 -10.6084 0.11
C -23.1937 -10.1959 -10.4942 -0.28
H -21.0539 -8.9883 -18.2516 0.07
H -24.5610 -15.2490 -9.6530 0.07
H -30.7732 -8.1872 -9.6610 0.07
H -20.5981 -9.0870 -14.0381 0.09
O -19.1972 -14.0739 -6.1092 -0.10
O -26.0345 -6.0568 -12.1448 -0.21
C -20.5329 -7.9604 -16.5629 -0.46
N -28.3958 -3.3383 -11.6167 0.03
H -25.8103 -16.2398 -10.3340 0.08
H -28.4816 -6.7230 -12.2618 0.05
H -23.6634 -6.9542 -6.6276 0.12
H -24.1356 -8.6124 -4.8591 0.09
H -30.0989 -7.6964 -8.0870 0.08
H -28.5762 -13.6718 -11.6205 0.09
H -20.0830 -13.9996 -11.4156 0.10
C -26.3034 -15.5538 -8.4025 -0.44
H -20.9875 -7.4205 -18.4683 0.07
H -24.5147 -10.6364 -13.4952 0.11
H -22.5550 -7.2348 -16.5408 0.13
H -27.4002 -12.5537 -10.8364 0.08
H -22.3041 -9.5857 -13.8106 0.07
H -20.4693 -5.7835 -16.3808 0.08
H -21.2563 -8.4125 -6.4050 0.09
N -27.1786 -16.7040 -8.0615 0.03
H -27.7358 -9.5773 -15.2874 0.08
H -19.4945 -6.6810 -15.1554 0.07
N -28.7845 -9.9051 -10.3734 0.04
H -28.5554 -3.0479 -12.5774 0.07
H -25.9149 -4.0149 -12.0523 0.13
C -19.5785 -16.1165 -9.0347 -0.23
H -20.3653 -16.8394 -9.2934 0.13
O -19.2398 -15.3137 -10.1373 -0.17
H -21.0202 -15.4742 -11.1853 0.10
H -28.8646 -12.9268 -9.9633 0.08
H -28.4433 -10.7144 -9.8506 0.04
H -26.5622 -9.7353 -6.3007 0.07
H -22.3003 -9.8974 -9.9311 0.11
H -23.4497 -9.9614 -7.0881 0.11
H -26.3297 -12.3849 -14.9847 0.08
H -19.2450 -17.4597 -6.6980 0.09
C -26.6250 -4.7956 -12.3569 -0.23
H -26.4845 -13.4221 -8.7085 0.12
C -27.9159 -4.7295 -11.5880 -0.43
H -22.2151 -12.7070 -9.4590 0.03
H -19.0672 -13.1924 -7.9747 0.12
O -25.2225 -10.6741 -15.4228 -0.18
H -27.5841 -8.2173 -7.6684 0.14
H -24.8349 -7.9306 -7.5055 0.11
C -27.6655 -9.0222 -8.4108 -0.22
C -20.3930 -14.7316 -10.6733 -0.11
C -24.7594 -6.1669 -12.7487 -0.09
C -19.8319 -6.6479 -16.1896 -0.06
H -26.4374 -8.2474 -12.2964 0.06
H -27.7752 -16.4439 -7.2774 0.06
O -27.5027 -14.4964 -10.1545 -0.19
H -19.9171 -8.7404 -16.1030 0.13
H -20.9664 -12.2745 -5.7749 0.13
O -22.6546 -12.5061 -10.2966 -0.08
O -27.9480 -10.2421 -7.7605 -0.18
C -27.5225 -9.1258 -14.3145 -0.05
C -19.2777 -12.9251 -6.9261 -0.27
H -22.6724 -8.6956 -8.0716 0.11
H -28.4638 -7.8745 -10.0571 0.12
C -27.0816 -14.3397 -8.8303 -0.23
N -17.5721 -15.6723 -7.7925 0.03
H -26.6830 -9.1035 -8.9058 0.12
C -21.6095 -8.7385 -13.8139 -0.11
H -19.2350 -18.6347 -7.9770 0.08
C -23.6651 -11.5467 -10.0167 -0.24
C -21.9475 -7.9872 -16.0209 -0.22
C -20.6498 -12.3503 -6.8202 -0.22
H -16.7215 -16.0314 -7.3556 0.09
C -24.0980 -7.9599 -6.6973 -0.24
H -27.8666 -16.8229 -8.8084 0.07
H -27.0767 -11.4453 -6.3216 0.09
H -26.8273 -4.6102 -13.4272 0.13
N -20.4784 -8.1806 -18.0109 0.03
H -22.8567 -10.2372 -11.5391 0.10
H -24.5732 -12.5102 -14.6932 0.09
H -18.5931 -14.7413 -6.5088 0.04
H -17.7453 -17.0617 -9.3732 0.14
H -19.9813 -15.4960 -8.2167 0.11
C -26.5198 -9.9085 -13.4887 -0.40
C -26.8600 -10.5728 -6.9370 -0.10
H -24.7065 -5.5876 -13.6798 0.09
H -25.8181 -15.3188 -7.4469 0.14
H -27.1392 -8.1124 -14.4935 0.08
H -25.2046 -12.4880 -16.3394 0.09
C -28.1474 -13.3492 -10.6790 -0.09
C -28.7176 -8.7430 -9.4431 -0.40
O -21.6176 -13.1312 -7.5440 -0.09
H -20.6945 -11.3355 -7.2184 0.11
H -23.9157 -11.4781 -8.9560 0.10
O -24.7828 -8.2992 -5.5016 -0.07
H -21.5857 -8.3214 -12.8053 0.09
H -30.4722 -9.3922 -8.3786 0.08
H -27.7803 -4.9658 -10.5283 0.14
H -28.4969 -9.0152 -13.8321 0.08
H -22.4623 -8.9383 -16.2479 0.13
C -25.1719 -10.0459 -14.1496 -0.21
H -27.9625 -14.2698 -8.1741 0.13
H -24.5541 -7.1992 -13.0153 0.06
H -29.2835 -5.4034 -13.1256 0.08
H -17.1641 -15.0246 -8.4658 0.09
H -17.7141 -18.3266 -7.1354 0.08
O -24.1434 -9.1685 -10.3490 -0.11
C -18.3128 -16.7638 -8.4812 -0.41
H -20.9897 -14.2662 -9.8912 0.06
H -18.4856 -12.2207 -6.6406 0.12
H -26.9516 -10.8903 -13.2692 0.13
C -25.2713 -16.0289 -9.4035 -0.06
H -24.8349 -16.9565 -9.0461 0.08
H -24.6961 -9.0737 -14.2980 0.12
O -21.9861 -8.9520 -6.0920 -0.07
O -22.0696 -7.6990 -14.6369 -0.19



ii | 132
Properties=species:S:1:pos:R:3:lowdin_charge:R:1 method="wB97M-V/def2-TZVPD" homo_lumo_gap_ev=8.897 mol_weight_g_mol=721.032 smiles=COC[C@H](C)N.COC[C@H](C)N.COC[C@H](C)N.COC[C@H](C)N.COC[C@H](C)N.COC[C@H](C)N.OCCO.OCCO.OCCO charge=0
H -6.0336 -1.7937 -2.1845 0.15
H -4.4718 -3.8454 3.1925 0.10
H -2.6937 2.9825 2.1032 0.06
O 5.0316 4.7649 -0.4864 -0.19
H -1.1667 -4.4796 -1.7407 0.13
H 3.2838 3.7028 1.1043 0.15
H -0.5115 3.6579 -1.5649 0.07
O -1.7905 -4.1933 -4.3855 -0.21
H 2.7788 -1.9043 -6.1174 0.07
H 7.0608 5.4503 -0.2041 0.08
H 1.7463 0.7318 -4.0855 0.08
H -1.3378 3.7351 5.4082 0.12
H -4.6193 -2.6796 -1.6538 0.11
H 4.2185 -0.5427 -0.5109 0.08
H 3.4888 3.4250 -1.3359 0.10
H -2.9261 4.5918 2.3848 0.07
C -3.6636 -3.3970 2.5876 -0.11
H 1.1316 2.7691 3.5267 0.04
H 0.7720 5.6817 -0.9552 0.11
H 4.0458 -2.2440 3.5918 0.06
C 3.6370 -1.0652 -3.7319 -0.23
C 3.1356 -2.4618 1.8299 -0.44
O -1.3855 4.0768 -1.7847 -0.11
H 4.6371 -1.6191 -3.8200 0.15
H -0.2167 6.6889 0.0521 0.10
H 0.2897 -2.3991 -1.7058 0.05
H -2.8871 -4.0622 2.5869 0.04
H 1.6021 -4.7991 -2.5902 0.07
H 1.6736 2.4606 -0.7578 0.04
C -5.3037 -0.9036 3.6618 -0.44
H -1.2029 -2.4458 -2.7746 0.06
C 3.8679 -1.0913 -1.4275 -0.15
O 0.9320 -2.9701 1.2635 -0.19
C -1.3921 1.1607 5.0965 -0.06
H -0.8231 4.2649 3.7785 0.11
C -0.1706 -2.8086 -2.6146 -0.03
C -0.3117 -4.3953 -2.4291 -0.44
H -4.0325 -3.3024 1.5482 0.10
O -4.7526 -2.4049 -3.6091 -0.07
C -1.4147 5.2837 -1.0480 -0.21
H 0.5588 -2.4952 -3.4168 0.07
N -5.0702 -1.0710 5.0415 0.05
H -1.7229 6.0762 -1.7313 0.11
H 4.7434 -3.9173 1.6881 0.08
H 1.4427 -1.3027 2.4082 0.13
C 3.9876 1.7876 1.5246 -0.04
C 6.3173 5.2447 -0.9646 -0.08
H -2.8695 -5.8870 -5.0775 0.08
O -3.2587 -2.1576 3.1099 -0.20
C -1.1130 0.9749 -0.9433 -0.25
H 1.0404 2.3533 5.1324 0.06
H 1.5872 0.6995 -5.9116 0.10
C -0.7704 2.1408 4.0964 -0.40
H -5.3454 1.2179 3.6941 0.08
N 3.2913 2.6685 -0.7021 0.08
H 0.1156 -4.8372 -4.3148 0.11
H -0.9811 1.3199 -2.0100 0.15
H 2.8804 -1.8308 -3.5665 0.11
C 3.6690 -3.8652 1.7340 -0.04
H 0.1189 3.9866 0.6245 0.04
C -4.0427 -0.6278 -2.1630 -0.25
H 3.5517 -0.8420 2.9744 0.05
C -1.3912 3.5441 4.3414 -0.20
H 3.1222 -1.8990 0.9117 0.09
N 3.9948 -1.7212 2.7477 0.05
H -4.2364 3.4947 2.8074 0.09
H -1.0431 1.8518 3.1028 0.10
C 1.9093 0.1491 -4.9913 -0.08
H -0.7168 -1.6651 1.2654 0.07
C -0.0760 5.7055 -0.2903 -0.19
H 3.2259 -4.3895 2.5740 0.08
O 0.6993 2.3782 -0.5345 -0.13
H 2.9724 1.5541 1.8691 0.08
H 6.7545 4.5436 -1.6587 0.08
H 4.7253 1.9195 2.3342 0.10
H 1.1861 -0.7221 -5.0403 0.09
H -3.5566 0.5175 -0.5819 0.05
C -6.0378 0.4153 3.3316 -0.05
C 5.2369 3.6197 0.3477 -0.22
H -2.4534 1.0844 4.9734 0.05
H -1.1121 -6.0190 -3.7305 0.12
H -6.1253 0.6704 2.2827 0.07
O -2.7719 3.5037 4.1133 -0.17
N 3.4576 -1.1488 -6.2191 0.06
N 0.7157 2.1585 4.1988 0.05
H -1.9822 -4.9078 -6.2976 0.07
H 3.2121 -4.3086 0.8368 0.08
H -4.3648 -1.1056 1.7224 0.09
H -0.8643 -2.9958 2.3015 0.08
H -2.1395 2.4734 -0.9338 0.03
H 3.7051 1.7818 -1.0059 0.09
C -2.5277 -4.9219 -5.3944 -0.06
H 4.6188 -1.8912 -1.6160 0.11
H -4.3669 -1.7138 5.3524 0.07
H -4.5346 0.2234 -2.7304 0.14
H 3.8946 0.5431 -5.0222 0.14
O -2.1697 1.7175 -0.3901 -0.05
H -2.2733 5.0845 -0.3492 0.12
H -0.0881 0.9266 0.8413 0.11
H 4.3165 0.9258 1.0200 0.03
H -3.8876 -2.4514 -3.9552 0.04
C 1.6661 -2.3790 2.2765 -0.22
C 3.2991 -0.3647 -4.9715 -0.48
H -3.3587 -0.1418 2.7976 0.13
H -1.2917 1.6652 6.0912 0.09
O -3.9688 -0.3504 -0.7644 -0.09
C -4.9017 -1.8618 -2.3291 -0.27
N 0.8361 -5.1242 -2.0156 0.04
O 0.1338 4.9182 0.8841 -0.09
C 3.9270 2.9821 0.5791 -0.41
H 6.1321 6.1391 -1.5331 0.08
H -7.0180 0.5519 3.7587 0.07
C 0.1772 1.1127 -0.2003 -0.22
H 0.9451 0.3663 -0.4641 0.12
H -1.4067 -0.0648 -0.9786 0.10
H -3.0992 -0.8272 -2.7713 0.12
H 5.7404 3.9231 1.2951 0.14
H -3.4271 -4.3102 -5.5029 0.08
H -0.9648 -3.2544 0.5329 0.09
H 2.8942 -1.5253 -1.1176 0.08
H -1.0553 0.1384 5.2653 0.08
C -0.4541 -2.6970 1.3352 -0.08
H 4.3110 -1.6403 -6.0908 0.05
O 3.7451 -0.3272 -2.5402 -0.18
H 5.9252 2.9837 -0.2163 0.13
C -0.7997 -4.9841 -3.7683 -0.21
H -4.9391 -0.2279 5.5811 0.07
H -5.9339 -1.7262 3.3190 0.12
C -3.1746 3.6515 2.7854 -0.10
H 1.2313 -4.8546 -1.0892 0.08
C -4.0273 -1.0251 2.7335 -0.17
H 1.4734 -2.9282 3.1586 0.12



List of relative energies, unit hartree: i 0.0000; ii 0.1042



i | 14
Properties=species:S:1:pos:R:3:lowdin_charge:R:1 method="wB97M-V/def2-TZVPD" homo_lumo_gap_ev=8.554 mol_weight_g_mol=97.121 charge=+2
C 1.0879 -0.2430 -2.1886 0.04
H -1.1941 -1.3748 0.7027 0.15
H 0.4445 -1.4258 1.2963 0.12
H 1.6997 -0.6898 -2.8790 0.15
C -0.3290 2.1356 -0.1443 0.47
H -0.1893 3.1121 -0.4921 0.13
H -0.5169 1.9880 0.9759 0.17
H -0.5386 0.0529 1.6531 0.12
N 0.8366 -0.9394 -1.0426 0.24
N 0.1357 -0.1892 -0.2129 -0.01
C -0.3333 -0.7814 1.0015 0.12
C 0.0762 1.0298 -0.8186 -0.23
N 0.6823 0.9847 -2.0481 0.27
H 0.8090 -2.0058 -0.8710 0.28



ii | 14
Properties=species:S:1:pos:R:3:lowdin_charge:R:1 method="wB97M-V/def2-TZVPD" homo_lumo_gap_ev=9.025 mol_weight_g_mol=97.121 charge=+2
C -2.0725 -0.7733 0.1218 0.10
H -3.0081 -1.3032 0.2569 0.19
H 1.0887 -2.5505 -0.0358 0.16
N 0.0825 1.8961 -0.2587 0.33
N -1.0076 -1.5682 0.1659 0.20
C 1.3234 -1.4136 -0.0071 0.02
C -0.5359 0.7970 -0.0156 -0.07
H -2.5746 1.2109 -0.0785 0.17
N -1.8666 0.5748 0.0487 0.22
H 2.0889 -1.2401 -0.8220 0.16
H 1.1935 2.0157 -0.3827 0.27
H 1.9037 -1.2367 0.9757 0.18
H -0.4614 2.7112 -0.4399 0.16
C 0.0543 -0.8032 0.0970 -0.08



List of relative energies, unit hartree: i 0.0581; ii 0.0000



i | 10
Properties=species:S:1:pos:R:3:lowdin_charge:R:1 method="wB97M-V/def2-TZVPD" homo_lumo_gap_ev="7.441 / 7.441" mol_weight_g_mol=104.138 charge=0
H -0.5062 1.4952 -0.4328 0.13
H 0.7933 -0.5816 1.9231 0.14
C -0.6696 -0.1505 0.5937 -0.21
S 0.5283 0.7155 -2.9042 0.48
H -1.0900 -1.2280 0.6226 0.15
N -0.6358 0.4791 -0.6426 -0.18
H -0.8745 0.5716 1.5253 0.16
N 0.1227 -0.1290 -1.5915 -0.59
N 1.5714 -0.6172 0.0426 0.13
N 0.7604 -0.5551 0.8638 -0.20



ii | 10
Properties=species:S:1:pos:R:3:lowdin_charge:R:1 method="wB97M-V/def2-TZVPD" homo_lumo_gap_ev=9.137 mol_weight_g_mol=104.138 smiles="NN1CSN=N1" charge=0
N -0.3510 -0.5255 2.0408 -0.33
C -0.8548 -0.5575 -0.6441 -0.23
S -1.6550 -1.2953 1.1062 0.72
H -1.3930 0.1101 -1.1882 0.02
N 0.3033 0.0926 0.0212 -0.32
H 0.9551 1.9242 -0.1983 0.12
H -0.5729 -1.4750 -1.1793 0.06
N 0.3991 0.0781 1.2858 -0.17
N 1.1513 1.0040 -0.6625 0.10
H 2.0179 0.6445 -0.5817 0.03



List of relative energies, unit hartree: i 0.0652; ii 0.0000



i | 11
Properties=species:S:1:pos:R:3:lowdin_charge:R:1 method="wB97M-V/def2-TZVPD" homo_lumo_gap_ev=10.152 mol_weight_g_mol=70.091 smiles="C=C1COC1" charge=0
O -1.5282 0.8801 -0.3698 -0.13
C -1.2337 -0.3697 0.1752 -0.24
C 0.1670 1.2843 -0.1607 0.05
C 0.2805 -0.1182 0.1669 -0.32
H -0.0430 2.0085 0.6226 0.11
H 1.1500 -2.0375 0.1132 0.06
C 1.2952 -0.9727 0.0135 0.06
H 0.7958 1.6939 -0.9515 0.11
H -1.6222 -0.5113 1.1949 0.11
H 2.2611 -0.6442 -0.3393 0.06
H -1.5227 -1.2130 -0.4650 0.12



ii | 11
Properties=species:S:1:pos:R:3:lowdin_charge:R:1 method="wB97M-V/def2-TZVPD" homo_lumo_gap_ev=10.175 mol_weight_g_mol=70.091 smiles="C=C=COC" charge=0
C 0.0375 -0.7034 1.0969 -0.19
H 2.0452 -0.9475 -0.9922 0.08
H 0.3445 -0.5993 -1.4223 0.09
O 1.0231 0.0452 0.4674 -0.18
C -1.7189 0.8558 0.3718 0.02
C -1.1441 -0.1612 0.9595 -0.06
H -1.6624 1.8440 0.8183 0.07
H 1.5346 0.7203 -1.3818 0.09
H -2.0664 0.7472 -0.6501 0.07
C 1.2363 -0.2180 -0.9022 -0.10
H 0.3708 -1.5831 1.6346 0.11



List of relative energies, unit hartree: i 0.0000; ii 0.0099